{
  "formula": "C4H3BrO",
  "method": "the ωB97M-V functional and the def2-TZVPD basis",
  "spin_multiplicity": 1,
  "max_force_ev_per_a": 2.9,
  "homo_ev": [-8.64, -8.64],
  "charge": 0,
  "e_lumo_ev": [-3.348, -3.349],
  "de_lowest_kcal_mol": 106.60,
  "species": ["C", "C", "C", "C", "O", "Br", "H", "H", "H"],
  "coordinates": [[0.17762, -0.77983, -0.27491], [-0.41910, 0.24126, -0.88622], [-0.23022, 1.35117, 0.14620], [0.64241, 0.19673, 0.83668], [-0.61088, 2.41434, 0.44799], [-2.22038, -2.17811, -2.28889], [0.71915, -1.65981, -0.45674], [0.17474, -0.02113, 1.78027], [1.76665, 0.43538, 0.69561]]
}



{
  "formula": "C4H3CdO6",
  "method": "the ωB97M-V functional and the def2-TZVPD basis",
  "s_squared": 1.456,
  "spin_multiplicity": 2,
  "max_force_ev_per_a": 6.1,
  "homo_ev": [-7.59, -9.43],
  "charge": 0,
  "e_lumo_ev": [-1.368, -1.021],
  "de_lowest_kcal_mol": 2.32,
  "species": ["O", "C", "O", "C", "C", "O", "O", "H", "H", "Cd", "O", "C", "O", "H"],
  "coordinates": [[-1.30603, -0.34399, 0.19637], [-0.20979, -0.26948, -0.43385], [2.11152, -1.01901, -0.35758], [2.74035, 0.11789, -0.16876], [0.81785, -1.16447, 0.23957], [2.29711, 1.00840, 0.61758], [3.83854, 0.30147, -0.77325], [0.87987, -0.98387, 1.32336], [0.53731, -2.21495, 0.07016], [3.89198, 2.12033, 0.10767], [-4.08956, 0.22830, 0.57337], [-3.21762, 0.43347, -0.39858], [-3.35976, 1.11759, -1.36970], [-4.93178, 0.66832, 0.37363]]
}



{
  "formula": "C4H3Cl3",
  "method": "the ωB97M-V functional and the def2-TZVPD basis",
  "spin_multiplicity": 1,
  "max_force_ev_per_a": 5.3,
  "homo_ev": -9.16,
  "charge": 0,
  "smiles": "CC1=C(Cl)C1(Cl)Cl",
  "e_lumo_ev": 0.580,
  "de_lowest_kcal_mol": 50.72,
  "species": ["C", "C", "C", "Cl", "C", "Cl", "Cl", "H", "H", "H"],
  "coordinates": [[0.02756, -0.02671, 0.04957], [1.44153, 0.24446, 0.05746], [2.47696, 1.07200, 0.09245], [3.29862, 2.57086, -0.03500], [2.71516, -0.61504, -0.02774], [3.36562, -1.29855, 1.38103], [3.39790, -1.33508, -1.45669], [-0.19678, -0.24866, -0.92966], [-0.46359, 0.79537, 0.27009], [-0.13764, -0.81556, 0.65360]]
}



{
  "formula": "C4H3ClO",
  "method": "the ωB97M-V functional and the def2-TZVPD basis",
  "spin_multiplicity": 1,
  "max_force_ev_per_a": 5.7,
  "homo_ev": -9.86,
  "charge": 0,
  "smiles": "C#C[C@H](Cl)C=O",
  "e_lumo_ev": 0.725,
  "de_lowest_kcal_mol": 66.43,
  "species": ["C", "C", "C", "Cl", "C", "O", "H", "H", "H"],
  "coordinates": [[0.75750, 2.35291, 0.99405], [0.18865, 1.36717, 0.46718], [-0.02379, 0.14545, -0.38095], [-1.54986, -0.61597, -0.38683], [0.85008, -0.87142, 0.29960], [1.70611, -1.17904, -0.40915], [1.15666, 3.08262, 1.68280], [0.45945, 0.13074, -1.44527], [0.44803, -1.27414, 1.33254]]
}



{
  "formula": "C4H3ClOS2",
  "method": "the ωB97M-V functional and the def2-TZVPD basis",
  "spin_multiplicity": 1,
  "max_force_ev_per_a": 2.3,
  "homo_ev": -9.23,
  "charge": 0,
  "smiles": "S=CC(=S)O/C=C/Cl",
  "e_lumo_ev": -1.833,
  "de_lowest_kcal_mol": 48.43,
  "species": ["S", "C", "C", "S", "O", "C", "C", "Cl", "H", "H", "H"],
  "coordinates": [[0.79317, 2.21821, -0.24180], [1.60288, 0.98831, 0.44431], [1.47690, -0.44200, 0.11446], [2.81133, -1.31244, -0.02904], [0.28748, -0.97182, -0.18924], [-0.89947, -0.41971, 0.23373], [-2.01090, -0.74954, -0.39720], [-3.56283, -0.17638, 0.14299], [2.44697, 1.21196, 1.21522], [-0.85134, 0.14445, 1.14656], [-2.01570, -1.33806, -1.31715]]
}



{
  "formula": "C4H3CoLiO",
  "method": "the ωB97M-V functional and the def2-TZVPD basis",
  "s_squared": 8.838,
  "spin_multiplicity": 6,
  "max_force_ev_per_a": 7.2,
  "homo_ev": [-16.23, -18.76],
  "charge": 2,
  "e_lumo_ev": [-11.810, -11.905],
  "de_lowest_kcal_mol": 55.38,
  "species": ["O", "C", "Li", "Co", "H", "H", "C", "C", "C", "H"],
  "coordinates": [[0.04815, 1.07548, 0.30559], [0.54911, 2.23243, 0.77779], [1.20441, -0.41428, 0.26891], [-1.59283, 0.69948, -0.41270], [1.41822, 2.18508, 1.44096], [0.28399, 3.15534, 0.25512], [-1.84712, -1.39459, -1.02134], [-0.65334, -1.84638, -1.10304], [0.42221, -2.32768, -0.46132], [0.16719, -3.36488, -0.04998]]
}



{
  "formula": "C4H3CrLiO6",
  "method": "the ωB97M-V functional and the def2-TZVPD basis",
  "s_squared": 8.793,
  "spin_multiplicity": 6,
  "max_force_ev_per_a": 3.6,
  "homo_ev": [-0.49, -0.81],
  "charge": -1,
  "e_lumo_ev": [1.490, 1.318],
  "de_lowest_kcal_mol": 65.68,
  "species": ["O", "C", "O", "O", "C", "O", "C", "C", "O", "O", "Li", "Cr", "H", "H", "H"],
  "coordinates": [[-4.07620, 0.06277, 1.14960], [-3.02798, 0.75596, 1.15355], [-3.02649, 2.00107, 1.30680], [-1.87926, 0.07661, 0.96431], [-0.66220, 0.74902, 0.82156], [1.10603, 1.85517, 1.87879], [1.75112, 2.29758, 2.99613], [0.04079, 0.97387, 1.98062], [1.83471, 1.61569, 4.02209], [2.03632, 3.52929, 2.93555], [-4.98603, 1.78016, 1.36967], [2.65648, 4.40263, 4.52472], [-0.57832, 1.42748, -0.02934], [-0.45977, 0.99634, 2.95348], [0.49525, -0.76524, 2.53591]]
}



{
  "formula": "C4H3F2N",
  "method": "the ωB97M-V functional and the def2-TZVPD basis",
  "spin_multiplicity": 1,
  "max_force_ev_per_a": 1.4,
  "homo_ev": -10.82,
  "charge": 0,
  "smiles": "N#C/C(F)=C\\CF",
  "e_lumo_ev": 0.118,
  "de_lowest_kcal_mol": 17.16,
  "species": ["N", "C", "C", "F", "C", "C", "F", "H", "H", "H"],
  "coordinates": [[0.12810, 1.29435, -2.48907], [-0.11468, 1.22905, -1.36378], [-0.41181, 1.09371, 0.02725], [-0.98022, 2.19384, 0.54077], [-0.24700, 0.02653, 0.76176], [0.36617, -1.24184, 0.23191], [1.41502, -1.65090, 1.05307], [-0.47029, 0.11428, 1.79731], [-0.41596, -2.00283, 0.23858], [0.73068, -1.05618, -0.79780]]
}



{
  "formula": "C4H3F2N3O4",
  "method": "the ωB97M-V functional and the def2-TZVPD basis",
  "spin_multiplicity": 1,
  "max_force_ev_per_a": 3.6,
  "homo_ev": [-11.66, -10.82],
  "charge": 0,
  "e_lumo_ev": [-3.485, -3.364],
  "de_lowest_kcal_mol": 97.30,
  "species": ["C", "C", "C", "C", "N", "N", "N", "O", "O", "O", "O", "F", "F", "H", "H", "H"],
  "coordinates": [[2.09980, 0.43626, 0.78013], [-0.12865, -0.53832, -0.33222], [-1.00323, -2.08886, 1.09979], [0.00756, 0.85323, -0.58377], [2.71543, 0.24696, 1.71494], [-0.91242, 1.63220, -0.06501], [0.96583, 1.26777, -1.62194], [0.49619, 1.77808, -2.62916], [0.53289, -1.42595, -0.83745], [2.13661, 1.20297, -1.35452], [-1.06230, -0.75489, 0.62078], [-2.25362, 1.67072, -0.44285], [-0.53653, 2.93026, -0.03863], [-0.07188, -2.48277, 0.84063], [-1.93655, -2.56974, 0.66833], [-1.04915, -2.15791, 2.18095]]
}



{
  "formula": "C4H3F3FeNO6S2",
  "method": "the ωB97M-V functional and the def2-TZVPD basis",
  "s_squared": 8.810,
  "spin_multiplicity": 6,
  "max_force_ev_per_a": 4.3,
  "homo_ev": [-8.47, -8.44],
  "charge": 0,
  "e_lumo_ev": [-2.374, -2.374],
  "de_lowest_kcal_mol": 116.48,
  "species": ["N", "S", "O", "O", "S", "O", "O", "C", "F", "F", "F", "Fe", "C", "O", "C", "C", "O", "H", "H", "H"],
  "coordinates": [[1.75964, 0.77531, 0.40115], [0.69272, 1.80579, -0.26787], [0.86143, 3.17103, 0.20154], [-0.00777, 1.36804, -1.50957], [2.07640, -0.72796, -0.03479], [0.75548, -1.12499, -0.64220], [3.25176, -0.78911, 0.85913], [2.86330, -2.07269, -1.14164], [2.60129, -1.83858, -2.41642], [4.17773, -2.18790, -1.06736], [2.36653, -3.25022, -0.79603], [-0.93954, -0.35939, -1.19372], [-1.72748, 1.40826, 1.80965], [-1.32108, 0.98413, 0.50556], [-2.72072, -0.34329, -0.42303], [-3.98296, -0.55330, -0.36711], [-5.17775, -0.74545, -0.33523], [-0.90816, 1.24117, 2.51846], [-2.06998, 2.44592, 1.70931], [-2.55085, 0.79324, 2.19016]]
}



{
  "formula": "C4H3F3O4P",
  "method": "the ωB97M-V functional and the def2-TZVPD basis",
  "spin_multiplicity": 1,
  "max_force_ev_per_a": 4.2,
  "homo_ev": -5.90,
  "charge": -1,
  "e_lumo_ev": 3.270,
  "de_lowest_kcal_mol": 19.82,
  "species": ["C", "C", "C", "C", "O", "O", "O", "O", "F", "F", "F", "P", "H", "H", "H"],
  "coordinates": [[0.08271, 1.46422, 0.37255], [0.42650, 0.25408, -0.02087], [-1.36387, 1.82484, 0.19626], [1.78090, -0.21870, 0.24099], [-1.05872, -1.55401, 1.17145], [-0.45993, -2.26668, -1.35624], [-2.67083, -1.23479, -0.90391], [-1.86957, 2.82077, 0.69010], [2.11211, -1.21484, -0.69165], [2.64976, 0.70007, -0.20448], [2.41721, -0.60852, 1.46547], [-1.28377, -1.32043, -0.28509], [0.72610, 2.16767, 0.87709], [-1.83650, 1.15498, -0.58861], [0.34790, -1.96866, -0.96307]]
}



{
  "formula": "C4H3F5O2S",
  "method": "the ωB97M-V functional and the def2-TZVPD basis",
  "spin_multiplicity": 1,
  "max_force_ev_per_a": 1.7,
  "homo_ev": -11.09,
  "charge": 0,
  "smiles": "FC#CC(F)(F)F.CS(=O)(=O)F",
  "e_lumo_ev": 0.472,
  "de_lowest_kcal_mol": 24.35,
  "species": ["F", "C", "C", "C", "F", "F", "F", "C", "S", "O", "O", "F", "H", "H", "H"],
  "coordinates": [[-4.69544, 2.82941, -0.93899], [-4.63102, 1.62496, -0.55989], [-4.71903, 0.47441, -0.23821], [-4.58223, -0.89654, 0.23044], [-4.85286, -1.00950, 1.53730], [-5.41212, -1.73427, -0.40944], [-3.34152, -1.38129, 0.04980], [0.62883, 0.03526, 0.12619], [-0.49500, 1.22102, 0.84257], [-0.27166, 1.38740, 2.23182], [-1.81629, 1.10798, 0.32826], [0.14865, 2.55709, 0.11523], [0.26554, -0.95475, 0.36837], [0.64222, 0.19150, -0.94433], [1.59967, 0.21383, 0.57003]]
}



{
  "formula": "C4H3FHgO6",
  "method": "the ωB97M-V functional and the def2-TZVPD basis",
  "s_squared": 0.755,
  "spin_multiplicity": 2,
  "max_force_ev_per_a": 5.4,
  "homo_ev": [-14.24, -14.24],
  "charge": 1,
  "e_lumo_ev": [-5.442, -7.637],
  "de_lowest_kcal_mol": 14.05,
  "species": ["C", "C", "O", "C", "O", "O", "O", "F", "H", "H", "O", "C", "O", "Hg", "H"],
  "coordinates": [[1.52345, 0.34210, 0.91788], [1.44409, 0.59489, -0.58985], [1.40576, -0.62250, -1.37686], [0.30051, -1.23658, -1.61783], [-0.77747, -1.15105, -1.02527], [0.35440, -2.05841, -2.61107], [0.58305, -0.41787, 1.44620], [2.78631, -0.25670, 1.14270], [2.33033, 1.12480, -0.94831], [0.55013, 1.19395, -0.80774], [-4.51115, 1.41591, 1.31428], [-3.60707, 0.76486, 1.03852], [-2.84980, -0.09960, 0.78969], [-1.07875, -0.96983, 0.91714], [1.54621, 1.37604, 1.41052]]
}



{
  "formula": "C4H3FN2O",
  "method": "the ωB97M-V functional and the def2-TZVPD basis",
  "spin_multiplicity": 1,
  "max_force_ev_per_a": 2.8,
  "homo_ev": -10.50,
  "charge": 0,
  "smiles": "N#CC1=NOC[C@H]1F",
  "e_lumo_ev": -0.513,
  "de_lowest_kcal_mol": 73.41,
  "species": ["N", "C", "C", "N", "O", "C", "C", "F", "H", "H", "H"],
  "coordinates": [[2.31108, -1.60541, 1.82679], [1.63808, -0.82943, 1.28411], [0.72662, 0.00895, 0.63666], [0.46451, 1.25745, 0.95071], [-0.49680, 1.73692, 0.11813], [-1.07100, 0.66928, -0.66540], [-0.15757, -0.48490, -0.47190], [0.50263, -0.83538, -1.65634], [-1.16944, 1.05131, -1.68428], [-2.07319, 0.44000, -0.23403], [-0.67492, -1.40877, -0.10444]]
}



{
  "formula": "C4H3FO3",
  "method": "the ωB97M-V functional and the def2-TZVPD basis",
  "spin_multiplicity": 1,
  "max_force_ev_per_a": 6.2,
  "homo_ev": -10.29,
  "charge": 0,
  "e_lumo_ev": -0.776,
  "de_lowest_kcal_mol": 88.00,
  "species": ["C", "C", "C", "C", "H", "H", "H", "O", "O", "O", "F"],
  "coordinates": [[0.39630, 0.07707, -0.47058], [-0.70457, -0.93265, -1.03029], [1.07713, -0.31124, 0.89556], [-0.55604, 1.12906, 0.17973], [-0.40927, -1.77662, -1.63588], [1.89543, 0.19702, 1.19586], [-1.68086, 1.73463, -0.37214], [-1.83935, -0.96729, -0.42709], [0.84124, -1.29831, 1.49129], [-0.27058, 1.37572, 1.41912], [1.25059, 0.77261, -1.24559]]
}



{
  "formula": "C4H3FS",
  "method": "the ωB97M-V functional and the def2-TZVPD basis",
  "spin_multiplicity": 1,
  "max_force_ev_per_a": 3.7,
  "homo_ev": -9.24,
  "charge": 0,
  "smiles": "Fc1cccs1",
  "e_lumo_ev": 0.807,
  "de_lowest_kcal_mol": 0.00,
  "species": ["F", "C", "C", "C", "C", "S", "H", "H", "H"],
  "coordinates": [[-2.47904, -1.13220, -0.03096], [-1.19223, -0.42870, -0.00547], [0.03317, -0.99256, -0.01930], [1.02283, 0.01892, 0.00184], [0.50314, 1.27470, 0.02725], [-1.21394, 1.28430, 0.03209], [0.21494, -2.04980, -0.04113], [2.07875, -0.17960, -0.00500], [1.03239, 2.20495, 0.04068]]
}



{
  "formula": "C4H3FS2",
  "method": "the ωB97M-V functional and the def2-TZVPD basis",
  "spin_multiplicity": 1,
  "max_force_ev_per_a": 1.5,
  "homo_ev": -9.00,
  "charge": 0,
  "smiles": "F[C@@H]1C=CSC1=S",
  "e_lumo_ev": -0.572,
  "de_lowest_kcal_mol": 9.80,
  "species": ["F", "C", "C", "C", "S", "C", "S", "H", "H", "H"],
  "coordinates": [[1.22438, -1.59647, 0.55145], [0.15361, -0.75761, 0.44189], [-0.17360, -0.37446, -1.01046], [-0.52782, 0.90846, -1.13455], [-0.47246, 1.85099, 0.37809], [0.35107, 0.53791, 1.21587], [1.13625, 0.58501, 2.59272], [-0.70762, -1.32489, 0.87784], [-0.07379, -1.09169, -1.81782], [-0.91002, 1.26276, -2.09503]]
}



{
  "formula": "C4H3FeO4",
  "method": "the ωB97M-V functional and the def2-TZVPD basis",
  "s_squared": 12.031,
  "spin_multiplicity": 7,
  "max_force_ev_per_a": 5.8,
  "homo_ev": [-23.30, -23.17],
  "charge": 3,
  "e_lumo_ev": [-15.546, -17.288],
  "de_lowest_kcal_mol": 5.97,
  "species": ["C", "C", "H", "O", "C", "O", "Fe", "O", "C", "O", "H", "H"],
  "coordinates": [[0.48914, -1.20970, -0.79863], [0.03726, 0.03761, -0.84258], [0.82476, -1.62349, -1.74879], [-0.29456, 0.73779, 0.32234], [-0.16248, 2.02123, 0.27404], [-1.05957, 2.81638, 0.36744], [-1.52330, 4.55520, 0.37270], [-0.01350, -1.84869, 1.50316], [0.52481, -2.18134, 0.33330], [1.05263, -3.25864, 0.20092], [-0.21417, -0.90719, 1.58895], [0.33897, 0.86085, -1.57283]]
}



{
  "formula": "C4H3HgLi2O2",
  "method": "the ωB97M-V functional and the def2-TZVPD basis",
  "s_squared": 0.763,
  "spin_multiplicity": 2,
  "max_force_ev_per_a": 4.8,
  "homo_ev": [-5.64, -5.30],
  "charge": 0,
  "e_lumo_ev": [-1.106, -1.561],
  "de_lowest_kcal_mol": 0.00,
  "species": ["C", "O", "Hg", "Li", "H", "C", "C", "C", "O", "Li", "H", "H"],
  "coordinates": [[-1.15403, 0.44074, -0.72937], [-2.40242, 0.78103, -0.57261], [1.23253, -0.25247, 2.21665], [-3.72390, 0.17273, 0.40971], [-0.41994, 0.68907, -1.60678], [-0.50197, -0.64485, -0.19652], [0.86860, -1.19002, -0.34216], [1.93352, -0.39180, -0.07154], [1.86426, 0.75089, 0.64546], [0.49910, 1.76455, 0.16974], [-1.14212, -1.34823, 0.36826], [2.94636, -0.77164, -0.29085]]
}



{
  "formula": "C4H3HgLiO2",
  "method": "the ωB97M-V functional and the def2-TZVPD basis",
  "s_squared": 2.012,
  "spin_multiplicity": 3,
  "max_force_ev_per_a": 3.2,
  "homo_ev": [-5.92, -7.90],
  "charge": 0,
  "e_lumo_ev": [-0.398, -1.631],
  "de_lowest_kcal_mol": 0.00,
  "species": ["O", "C", "C", "C", "C", "O", "Hg", "H", "H", "H", "Li"],
  "coordinates": [[-1.36589, -2.05526, -0.17487], [-0.70801, -1.55381, -1.09301], [-0.01210, -0.62096, -1.62135], [0.13323, 1.84734, 0.42591], [0.12208, 0.84918, 1.36609], [0.55492, -0.29799, 1.69944], [1.62897, -1.07206, -0.18996], [0.27745, -0.28009, -2.60626], [-0.74642, 2.48435, 0.31042], [1.09814, 2.34678, 0.24592], [-0.98237, -1.64748, 1.63768]]
}